1.
ORCA calculation (ωB97M-V/def2-TZVPD) on 9 unconnected molecules or ions with the total composition C27H63N9O9 at a distorted geometry.

Structure (XYZ):
```
108
Properties=species:S:1:pos:R:3:forces:R:3:mulliken_charge:R:1
C -0.245919 2.929226 1.083661 4.3 -1.5 0.3 -1.24
N 0.408914 1.612169 1.468449 0.6 1.5 0.1 0.69
C -0.197505 0.424691 1.371285 -2.6 1.6 -2.1 0.43
C 0.687924 -0.695613 1.701990 -2.8 -2.7 -2.2 0.64
O -1.373007 0.329122 0.897888 2.7 -0.3 2.0 -0.64
H -0.848079 3.196115 1.831887 -2.5 1.0 3.3 0.60
H -0.901158 2.886921 0.260335 0.2 -0.2 -1.6 0.18
H 0.592036 3.680114 1.134674 -1.0 -0.6 -1.0 0.32
H 1.333882 1.603950 1.982163 -1.7 0.4 -1.2 -0.36
H 1.720780 -0.448124 1.495818 0.2 -0.4 0.5 0.29
H 0.229757 -1.472793 0.872517 1.7 1.3 2.2 -0.64
H 0.331180 -0.993576 2.697810 0.9 -0.5 -0.1 -0.41
C 1.786673 3.102804 -1.918698 -3.4 2.0 -1.2 -1.23
N 2.962900 2.983785 -2.565180 8.2 0.4 -2.1 0.09
C 3.515685 3.842090 -3.520033 -0.8 -2.3 1.0 0.75
C 4.807723 3.401990 -4.247956 -0.1 -5.1 4.8 -1.02
O 2.936077 4.875215 -3.712368 0.0 1.4 -0.9 -0.64
H 1.222760 4.048466 -1.897352 1.1 0.1 0.4 0.38
H 1.889903 2.576461 -1.049835 -0.7 -1.1 2.5 0.31
H 1.327676 2.602897 -2.696552 -3.7 -1.7 -0.3 0.62
H 3.463684 2.125331 -2.303310 0.0 1.1 -0.8 0.12
H 4.948166 2.543328 -4.907523 -1.6 0.0 -0.5 0.31
H 5.514001 2.866513 -3.410055 -1.3 2.2 -1.5 0.04
H 5.234989 4.163250 -4.703232 2.1 3.8 -1.7 0.47
C 3.392148 -0.066652 -1.317528 -1.9 2.7 1.4 1.16
N 4.572810 0.506023 -1.930297 4.1 1.3 5.0 -0.16
C 4.981702 0.116161 -3.082339 -1.4 -1.9 -7.6 0.58
C 6.481046 0.353536 -3.513118 -1.2 -2.6 0.9 -1.38
O 4.134420 -0.431134 -3.888797 2.9 1.2 2.4 -0.69
H 2.609762 0.516330 -1.893574 -0.1 -1.4 1.2 -0.59
H 3.350744 0.214764 -0.202948 0.1 0.0 -1.7 -0.32
H 3.147274 -1.121853 -1.310824 0.8 -0.3 -0.8 -0.14
H 5.447216 0.930892 -1.380629 -3.1 -1.4 -0.8 0.32
H 6.973329 -0.344198 -2.797336 0.4 0.7 -0.5 0.43
H 6.899025 1.317168 -3.517032 0.2 1.4 0.8 0.43
H 6.720822 -0.005000 -4.511931 -0.7 -0.4 0.0 0.27
C -0.830449 -2.251850 5.520673 -3.3 -1.8 2.7 -0.93
N -0.691214 -3.142116 4.449414 4.5 -3.7 -2.0 -0.14
C -1.579416 -3.221714 3.434872 -1.6 2.4 -0.2 0.81
C -1.396903 -4.172422 2.315159 1.8 -1.3 -1.8 -0.90
O -2.500214 -2.402663 3.438416 -0.1 -0.7 -0.1 -0.62
H -1.789783 -2.608996 6.253260 2.0 1.4 -2.4 0.21
H -0.882273 -1.253402 5.199769 -0.5 1.5 -0.1 0.29
H -0.085037 -2.404663 6.240083 1.6 0.0 0.6 0.39
H 0.309947 -3.617459 4.210091 -3.3 1.5 1.2 0.29
H -0.924529 -5.119141 2.642893 -0.4 0.3 0.0 0.46
H -0.663457 -3.808805 1.516612 -0.8 0.1 1.2 -0.11
H -2.287290 -4.402748 1.705328 0.1 0.3 0.9 0.32
C -3.285688 2.685589 -0.914114 -3.3 -5.2 -2.5 -1.23
N -2.365664 1.521115 -1.244038 -2.2 1.5 2.2 0.29
C -1.729971 1.277719 -2.356645 0.7 -0.7 -1.8 0.51
C -0.524688 0.259257 -2.353609 -2.5 0.0 -5.0 -0.27
O -2.107006 1.807874 -3.376644 0.3 0.5 -1.8 -0.76
H -2.746176 3.443016 -1.239051 1.9 4.4 -1.0 0.67
H -3.822264 2.769002 0.046499 1.3 -0.6 -0.2 0.12
H -4.131725 2.482243 -1.667553 1.0 0.9 1.0 0.34
H -1.952988 1.184259 -0.464409 1.3 -1.7 2.9 -0.01
H -0.298385 -0.161686 -1.488486 1.1 -1.4 4.2 -0.45
H 0.326341 0.705224 -2.851368 0.1 0.3 0.1 0.55
H -0.736839 -0.715658 -3.003497 -0.2 2.3 1.1 0.26
C 2.182545 -4.147072 -0.019288 -0.9 -1.2 4.0 -0.71
N 2.227670 -3.786969 -1.355269 4.9 -0.3 -2.4 -0.09
C 1.439724 -2.947482 -1.997900 -6.2 0.8 1.6 0.39
C 1.538244 -2.544707 -3.379621 -8.7 -6.2 -1.2 -1.56
O 0.379840 -2.621570 -1.438860 0.6 0.5 0.8 -0.20
H 2.987932 -4.209554 0.770494 0.9 -0.1 -2.2 0.38
H 1.655123 -5.081854 0.122958 -0.2 -0.4 -0.1 0.38
H 1.655153 -3.480926 0.630140 -1.3 1.0 -0.5 -0.05
H 3.090983 -3.976238 -1.881848 -0.5 -0.2 0.6 0.22
H 0.788176 -1.871089 -3.921626 0.4 -1.9 1.3 0.25
H 1.997333 -3.360977 -3.932261 -1.2 -0.8 -0.8 0.49
H 2.275996 -2.090583 -3.462045 12.2 8.6 -1.0 0.62
C -2.583904 -2.347717 -0.636386 -0.9 4.1 -0.1 -1.37
N -3.926398 -2.862646 -0.872465 -2.2 1.9 2.2 -0.01
C -4.092832 -3.846548 -1.715058 3.0 -2.2 -3.1 0.68
C -5.361929 -4.591507 -1.954606 -0.1 -1.0 -1.2 -1.15
O -3.108148 -4.141028 -2.446638 -1.4 -0.1 0.9 -0.66
H -2.115017 -1.531472 -1.422164 -1.3 -2.8 1.8 0.31
H -1.999570 -3.119482 -0.284219 1.9 -1.9 -0.7 0.38
H -2.643339 -1.817954 0.322935 -0.3 0.6 -0.3 0.43
H -4.775754 -2.509039 -0.337629 2.0 -0.5 -0.9 0.25
H -5.873164 -3.967275 -2.674549 -0.7 0.1 0.0 0.28
H -5.981696 -4.881831 -1.138190 -0.5 0.5 0.9 0.38
H -5.206141 -5.563536 -2.501979 0.5 1.2 0.5 0.29
C -4.559805 1.898085 2.376297 0.4 -0.1 2.7 -0.72
N -5.715183 2.661164 1.866256 0.0 1.3 1.7 -0.19
C -6.368044 2.174031 0.783286 -3.0 2.3 1.4 0.82
C -7.625024 2.892101 0.333288 0.9 -0.1 2.6 -1.45
O -6.046258 1.231457 0.179646 2.3 -4.1 -2.2 -0.52
H -4.790955 1.390221 3.398250 0.1 0.7 -1.7 0.30
H -3.744086 2.605411 2.632115 -0.3 -0.3 -0.3 0.31
H -4.127203 1.097694 1.740957 -0.8 0.8 -0.1 0.15
H -6.181282 3.439937 2.478005 1.5 -2.3 -1.7 0.28
H -8.013205 2.423847 -0.524278 -0.6 -0.4 -0.8 0.33
H -7.203407 3.830338 0.186319 0.0 2.3 -1.0 0.39
H -8.300399 3.014331 1.183960 -0.3 -0.2 -0.3 0.38
C 3.926133 2.557706 2.249144 -6.1 -0.3 -4.0 -1.27
N 2.826326 2.046429 3.076452 0.1 7.8 -3.2 -0.40
C 2.939545 1.002019 3.779618 -1.3 -4.1 6.3 0.85
C 1.860092 0.751732 4.909710 3.0 -2.0 -1.3 -1.41
O 3.822321 0.184483 3.711723 1.2 -0.5 -1.1 -0.64
H 4.713244 2.929643 2.660647 4.8 2.0 3.4 0.51
H 3.452350 3.418451 1.636634 0.8 -1.3 0.7 0.30
H 4.192769 1.815662 1.566932 0.7 -1.2 -1.2 0.35
H 2.318854 2.965011 3.265223 0.0 -2.7 0.9 0.39
H 1.723812 -0.328595 4.990617 0.3 0.1 0.1 0.27
H 0.977292 1.109425 4.645181 -4.2 1.8 -1.5 0.46
H 2.007621 1.166129 5.866407 1.1 0.5 1.1 0.50
```
Forces are in eV/Å.

Summary:
ΔE to the lowest compared entry with this formula, charge and spin: 14.9053 eV
DFT total energy: -60849.7892 eV
maximum force: 0.2915 hartree/bohr
molar mass: 657.86 u
2S+1: 1
structure (SMILES): CNC(C)=O.CNC(C)=O.CNC(C)=O.CNC(C)=O.CNC(C)=O.CNC(C)=O.CNC(C)=O.CNC(C)=O.CNC(C)=O



2.
ORCA calculation (ωB97M-V/def2-TZVPD) on a molecular structure, C27H64CrF8N2O19S4 at a distorted geometry.

Structure (XYZ):
```
125
Properties=species:S:1:pos:R:3:forces:R:3:mulliken_spin:R:1
Cr -2.460599 0.666584 -1.917971 -1.2 0.6 1.0 3.03
N -0.744799 -0.006266 -1.238431 3.4 3.3 2.0 -0.06
S 0.072231 -1.276476 -0.978761 0.1 -11.9 -0.6 0.05
O 0.282471 -1.744676 0.405949 0.2 2.3 -2.4 0.00
O 1.037671 -1.695726 -1.986151 -1.4 1.6 1.8 0.00
F -1.190299 -2.225706 -1.318511 0.2 0.0 -0.4 0.02
S 0.607711 0.839364 -0.462451 0.8 6.2 2.1 0.06
O 1.810471 0.893324 -1.247681 -0.9 -1.5 0.5 0.00
O 0.652001 0.842584 0.983659 -0.3 -0.9 -2.3 0.00
F 0.088401 2.296894 -0.742931 -0.9 -0.1 -0.3 0.01
C -3.712739 2.675584 -0.941611 -0.5 -1.2 -3.4 0.05
O -4.047759 3.827504 -0.840301 -2.5 4.3 1.1 0.71
O -4.091629 1.882444 -1.790671 -6.0 -2.9 -5.1 0.04
O -2.669359 2.253114 -0.595771 9.1 -1.6 6.7 0.05
C -5.254649 0.333334 -5.077631 -1.2 -0.5 0.1 0.00
F -6.101739 1.046634 -4.281131 0.9 -1.0 -1.3 0.00
F -5.956169 -0.341196 -6.060841 1.3 1.8 1.6 0.00
F -4.350429 1.175794 -5.546201 -0.4 -0.5 -0.3 0.00
S -4.503549 -1.053606 -3.976171 -3.3 -1.6 1.7 0.01
O -5.356899 -1.037266 -2.796711 1.6 0.8 -0.9 0.00
O -4.636899 -2.324716 -4.705861 1.7 2.7 0.7 0.00
N -2.890659 -0.411966 -3.511701 -2.4 -1.9 -3.0 0.02
S -1.981859 -0.988336 -4.761771 3.2 -1.3 -2.7 0.03
O -2.528699 -0.995496 -6.168361 0.8 0.5 4.5 0.00
O -0.602819 -0.501696 -4.587171 -2.6 -0.7 0.2 0.00
C -1.880149 -2.886116 -4.216341 2.1 -1.3 -0.4 0.00
F -0.565849 -3.167846 -3.928351 -1.1 1.0 -0.2 0.00
F -2.573649 -3.212146 -3.139771 -0.4 0.5 -0.1 0.00
F -2.179219 -3.734696 -5.192321 -0.5 0.8 -0.1 0.00
C 3.532381 -2.698196 1.789929 -1.1 -1.1 0.0 0.00
C 2.909081 -4.070586 2.185239 -2.2 -0.2 -0.3 0.00
C 1.526611 -3.999516 2.906949 2.0 0.3 1.0 0.00
O 2.582121 -4.836176 1.015019 0.6 0.4 -0.8 0.00
H 2.884481 -2.288146 1.015219 0.3 -0.3 -0.7 0.00
H 4.533411 -2.986286 1.468929 0.1 0.9 -0.2 0.00
H 3.480521 -1.865496 2.491379 0.5 -0.6 0.7 0.00
H 3.617821 -4.746206 2.664129 0.1 0.6 0.9 0.00
H 0.892861 -3.182856 2.561209 0.2 0.1 0.0 0.00
H 1.922081 -3.841066 3.910249 -0.9 0.5 0.6 0.00
H 0.944191 -4.920096 2.944549 0.4 -0.1 -0.4 0.00
H 3.375331 -4.759726 0.479689 -0.1 -0.3 -0.7 0.00
C -0.242319 6.133134 1.358749 0.7 1.1 -0.6 0.00
C -0.497469 4.682364 0.886779 0.8 1.5 2.3 0.00
C -0.091229 3.734114 2.095319 -1.6 0.7 -1.2 0.00
O -1.881999 4.656224 0.561349 0.7 -0.7 0.0 0.01
H 0.575811 6.577234 0.791709 0.4 -0.2 0.0 0.00
H 0.000131 6.334784 2.402139 0.1 -0.7 0.2 0.00
H -1.023739 6.867234 1.162319 -0.6 -0.6 -0.3 0.00
H 0.160011 4.486574 0.039729 -0.3 -0.1 -0.2 0.00
H 0.980521 3.681824 2.286939 -0.1 0.0 -0.2 0.00
H -0.538199 2.758194 1.905879 0.4 -0.2 0.2 0.00
H -0.603979 4.182604 2.946229 0.1 -0.2 0.3 0.00
H -2.018029 3.801344 0.146289 -0.1 -0.1 0.1 0.02
C 0.536611 -0.194816 5.902219 1.3 -1.3 0.4 0.00
C -0.675409 0.449834 5.267629 1.9 -0.9 0.4 0.00
C -1.138459 -0.246766 4.025869 -0.1 0.6 -0.1 0.00
O -1.667079 0.501774 6.245619 -1.1 0.6 0.3 0.00
H 0.847111 0.221444 6.860559 0.0 0.9 -0.2 0.00
H 1.410811 -0.292936 5.258599 0.1 0.6 -0.2 0.00
H 0.444301 -1.228846 6.234419 -1.0 -0.4 -0.3 0.00
H -0.354949 1.455134 4.994149 -0.2 0.3 -0.2 0.00
H -0.314729 -0.251796 3.312059 -0.1 0.0 -0.2 0.00
H -1.923089 0.419534 3.667399 -0.3 -0.5 -0.5 0.00
H -1.482759 -1.270906 4.169699 -0.1 0.1 0.2 0.00
H -1.419789 1.277504 6.754239 -0.4 -0.1 0.5 0.00
C 3.168271 1.365144 3.117829 -0.7 -0.4 -1.0 0.00
C 3.702291 1.949394 4.355049 1.5 0.9 1.2 0.00
C 2.795841 2.927324 5.017079 -1.0 0.7 -0.3 0.00
O 3.997271 0.929174 5.266589 0.1 -1.7 0.5 0.00
H 3.905261 0.758704 2.591359 0.1 0.1 0.0 0.00
H 2.824731 2.186604 2.489109 0.1 -0.1 -0.3 0.00
H 2.303471 0.727004 3.299499 -0.1 0.0 0.2 0.00
H 4.650961 2.443644 4.145679 0.2 0.3 -0.4 0.00
H 1.837601 2.418524 5.122049 -0.2 0.2 0.4 0.00
H 2.642631 3.822094 4.413739 -0.1 0.0 -0.2 0.00
H 3.162101 3.300904 5.973319 0.1 -0.3 0.1 0.00
H 4.122761 1.259274 6.159279 0.0 0.2 -0.1 0.00
C 5.384901 1.935164 -0.998841 1.3 1.3 1.4 0.00
C 4.745341 2.668174 -2.173271 -1.2 -1.3 1.2 0.00
C 4.595111 1.802744 -3.408241 -0.3 1.7 -0.5 0.00
O 3.454401 3.160984 -1.677051 0.9 0.6 -0.9 0.00
H 6.322111 1.393744 -1.127691 -0.1 -0.2 -0.7 0.00
H 4.803631 1.372354 -0.268461 -0.8 -0.3 -0.8 0.00
H 5.699241 2.773544 -0.377221 0.2 0.1 0.4 0.00
H 5.313591 3.563854 -2.424151 0.0 0.0 0.2 0.00
H 4.461771 2.541804 -4.198261 -0.4 -0.2 -0.5 0.00
H 3.666491 1.238014 -3.325501 0.5 -0.6 -0.2 0.00
H 5.522631 1.301004 -3.684031 -0.3 -0.6 0.4 0.00
H 2.873481 2.421924 -1.482321 0.3 -0.3 0.0 0.00
C -0.448759 2.409594 -5.221601 0.5 0.6 -0.4 0.01
C -0.328309 2.502664 -3.684681 0.7 2.1 -2.0 -0.01
C -0.254029 4.006124 -3.256651 0.7 -0.5 0.0 0.00
O -1.554009 2.038794 -3.142631 -1.7 -1.4 1.4 -0.06
H -1.186789 3.054244 -5.698941 -1.1 0.0 0.8 0.00
H -0.572359 1.401974 -5.618501 0.3 0.3 0.2 0.00
H 0.370841 2.939194 -5.707281 0.9 -0.6 0.3 0.00
H 0.486841 1.874904 -3.324771 -0.2 0.1 0.1 0.00
H 0.339891 4.673974 -3.880611 0.2 -0.5 -0.5 0.00
H 0.200931 4.138324 -2.275001 -0.5 -0.1 0.2 0.00
H -1.260739 4.419984 -3.314561 -0.1 0.1 0.3 0.00
H -2.239799 2.664554 -3.387001 -0.3 0.3 -0.3 0.01
C 1.054011 -5.683656 -1.870631 -0.3 0.7 0.6 0.00
C -0.173239 -5.772276 -0.917021 0.2 -0.5 0.4 0.00
C -0.321149 -7.137236 -0.245001 0.7 -0.9 -0.6 0.00
O -0.177279 -4.838536 0.147189 -0.6 1.0 -0.2 0.00
H 0.797721 -5.900236 -2.907701 -0.1 -0.4 0.1 0.00
H 1.918681 -6.261136 -1.543561 -0.1 -0.2 0.0 0.00
H 1.375551 -4.642386 -1.892311 0.0 0.2 0.1 0.00
H -1.038739 -5.515696 -1.527911 -0.2 -0.1 0.1 0.00
H -1.240759 -7.417566 0.268659 -0.3 0.7 -0.2 0.00
H 0.464731 -7.229476 0.504649 0.2 0.1 0.0 0.00
H -0.125379 -7.937736 -0.958431 0.0 -0.2 -0.2 0.00
H 0.687761 -4.710456 0.543279 0.6 -0.3 -0.2 0.00
C -5.225469 -1.859516 0.221459 -1.9 -1.1 0.9 0.00
C -4.056679 -1.031556 0.581039 1.1 0.5 1.4 0.00
C -3.068239 -1.617236 1.621379 -1.2 -0.3 -0.5 0.00
O -3.341179 -0.929716 -0.634531 1.1 1.8 -1.8 -0.02
H -4.930309 -2.646656 -0.472371 -0.2 0.1 -0.2 0.00
H -6.091509 -1.300906 -0.133561 0.5 0.2 -0.7 0.00
H -5.699299 -2.384696 1.050769 0.5 -0.1 0.5 0.00
H -4.320599 -0.025076 0.905769 -0.1 0.1 -0.1 0.00
H -3.706769 -1.732586 2.497209 0.7 0.0 0.5 0.00
H -2.144259 -1.055166 1.757149 -0.5 0.5 0.2 0.00
H -2.698979 -2.600756 1.330809 -0.3 -0.3 -0.2 0.00
H -3.001789 -1.824876 -0.706071 0.7 -0.1 -0.9 0.00
```
Forces are in eV/Å.

Summary:
DFT total energy: -164411.5603 eV
maximum force: 0.2310 hartree/bohr
molar mass: 1053.05 u
2S+1: 5